# 1
Below is a molecular structure, C30H48BaCl2N3O7Si, with properties calculated with the ωB97M-V functional and the def2-TZVPD basis.

Structure (XYZ):
```
92
Properties=species:S:1:pos:R:3:lowdin_charge:R:1
C 1.82 3.27 2.00 -0.0495
C 0.41 3.22 2.46 -0.2463
H 2.16 4.29 1.81 0.0669
H 1.95 2.68 1.07 0.0263
H 2.48 2.82 2.75 0.0917
C -0.34 4.24 2.86 -0.1337
C 0.07 5.67 2.94 -0.1177
H -1.37 4.04 3.19 0.1047
H 1.08 5.85 2.57 0.0573
H 0.03 6.02 3.98 0.0673
H -0.62 6.31 2.38 0.0615
Ba 0.18 -0.16 0.12 1.9529
Cl 2.22 0.85 -0.91 -0.2386
C -2.19 -1.24 1.67 -0.3161
O -2.05 -0.85 0.46 -0.2902
N -3.38 -1.68 1.99 -0.1721
C -4.47 -1.68 1.03 -0.0170
C -3.65 -2.09 3.33 -0.0568
H -1.41 -1.23 2.43 0.1402
H -4.09 -1.41 0.04 0.0928
H -5.25 -0.97 1.34 0.0905
H -4.92 -2.69 0.99 0.0920
H -2.74 -1.98 3.94 0.0992
H -3.98 -3.14 3.35 0.0912
H -4.43 -1.46 3.77 0.0823
H 0.07 -4.71 -3.02 0.0968
H 2.54 -4.98 -2.22 0.0928
C 0.31 -3.66 -3.21 -0.0119
C 2.65 -3.91 -2.43 -0.0542
N 1.40 -3.25 -2.33 -0.1777
H -0.56 -3.04 -3.02 0.0954
C 1.24 -2.28 -1.48 -0.3724
O 0.09 -1.76 -1.50 -0.3434
H 3.36 -3.48 -1.72 0.0961
H 2.09 -1.98 -0.85 0.1002
H 0.63 -3.56 -4.26 0.0911
H 3.07 -3.80 -3.45 0.0887
H 0.28 4.00 -0.43 0.0919
H -2.08 4.50 0.34 0.0865
C -0.12 3.60 -1.38 -0.0369
C -2.41 4.17 -0.66 -0.0584
N -1.49 3.18 -1.18 -0.1830
H 0.49 2.74 -1.68 0.0315
C -1.88 1.91 -1.26 -0.3454
O -1.15 1.02 -1.70 -0.1788
H -3.42 3.74 -0.58 0.0869
H -2.92 1.71 -0.99 0.1356
H -0.09 4.39 -2.14 0.0900
H -2.44 5.04 -1.33 0.0842
O -0.50 1.76 1.17 -0.4901
C -0.18 1.82 2.41 -0.5569
C -2.69 1.76 2.66 -0.0321
C -1.44 1.58 3.22 -0.1872
H -2.77 2.01 1.60 0.1100
C -3.83 1.61 3.44 -0.0931
H 0.59 1.11 2.76 0.1317
C -1.31 1.23 4.55 -0.0356
H -4.81 1.76 3.00 0.0973
C -3.71 1.27 4.79 -0.1237
C -2.44 1.07 5.34 -0.0992
H -0.32 1.09 4.98 0.1199
H -4.60 1.15 5.41 0.0921
H -2.34 0.80 6.38 0.0938
Si 6.40 1.73 -3.55 0.0817
Cl 6.72 3.57 -2.65 0.2815
C 5.10 1.97 -4.87 -0.2195
C 5.81 0.55 -2.22 -0.2259
C 8.02 1.16 -4.28 -0.2303
H 4.16 2.34 -4.44 0.0370
H 4.89 1.02 -5.39 0.0326
H 5.44 2.69 -5.63 0.0259
H 8.39 1.88 -5.03 0.0256
H 7.92 0.19 -4.78 0.0301
H 8.80 1.07 -3.51 0.0277
H 4.87 0.90 -1.77 -0.0317
H 6.56 0.45 -1.43 0.0316
H 5.62 -0.45 -2.64 0.0332
O 2.40 -4.58 2.68 0.0345
C 1.29 -5.30 2.33 -0.2493
C 1.33 -6.68 2.69 -0.0336
C 0.28 -7.53 2.37 -0.1187
C -0.83 -7.04 1.69 -0.1178
C -0.88 -5.70 1.33 -0.0387
C 0.16 -4.80 1.65 -0.0455
C 0.01 -3.34 1.15 -0.6528
O -0.92 -3.26 0.34 -0.0342
O 0.75 -2.41 1.55 -0.1591
H 2.42 -3.64 2.40 0.1069
H 2.20 -7.08 3.21 0.1050
H 0.32 -8.59 2.63 0.0922
H -1.66 -7.70 1.43 0.0894
H -1.76 -5.35 0.80 0.1109
```

* LUMO level: 2.3 eV
* E_tot: -3098.47074 Ha
* gap between HOMO and LUMO: 6.77 eV
* HOMO level: -4.4 eV
* net charge: -1
* ΔE to the lowest compared entry with this formula, charge and spin: 38.59 kcal per mole
* largest force on an atom: 5.04 eV/A

=====

# 2
Below is a molecular structure, C30H48BiCl2N3O7Si, with properties calculated with the ωB97M-V functional and the def2-TZVPD basis.

Structure (XYZ):
```
92
Properties=species:S:1:pos:R:3:lowdin_charge:R:1
C 1.85 -2.07 -4.71 -0.0336
C 3.30 -1.89 -4.35 -0.2273
H 1.67 -1.66 -5.72 0.0716
H 1.21 -1.55 -3.99 0.0769
H 1.56 -3.13 -4.73 0.0961
C 4.27 -1.85 -5.28 -0.1041
C 4.05 -1.89 -6.75 -0.1050
H 5.32 -1.83 -4.98 0.1008
H 3.28 -1.19 -7.07 0.0726
H 3.76 -2.89 -7.11 0.0839
H 4.98 -1.63 -7.26 0.0696
Bi -2.03 0.06 0.13 1.5115
Cl -0.79 -2.03 -0.73 -0.1259
C 0.12 -0.27 2.59 -0.2907
O -0.41 0.65 1.90 -0.2098
N 1.25 -0.07 3.26 -0.1565
C 1.89 1.24 3.21 -0.0188
C 2.00 -1.19 3.80 -0.0313
H -0.32 -1.27 2.64 0.1353
H 1.14 2.02 3.39 0.1023
H 2.38 1.41 2.24 0.0768
H 2.66 1.27 3.98 0.0901
H 1.31 -2.02 3.97 0.0992
H 2.48 -0.89 4.74 0.0913
H 2.79 -1.51 3.11 0.0808
H -3.95 3.05 5.47 0.0934
H -6.19 2.01 5.36 0.0956
C -4.09 3.29 4.40 -0.0330
C -6.19 1.97 4.26 -0.0436
N -4.84 2.20 3.77 -0.1767
H -3.13 3.40 3.90 0.0869
C -4.47 1.70 2.57 -0.3026
O -3.40 1.96 1.98 -0.0840
H -6.52 0.97 3.94 0.0794
H -5.22 1.01 2.12 0.1483
H -4.66 4.23 4.34 0.0935
H -6.89 2.72 3.87 0.0944
H -3.88 2.35 -3.67 0.0592
H -0.96 1.51 -3.47 0.0861
C -3.35 3.31 -3.55 -0.0624
C -0.95 2.61 -3.43 -0.0393
N -2.14 3.12 -2.76 -0.1884
H -3.99 4.04 -3.04 0.0928
C -2.25 2.99 -1.43 -0.3465
O -1.39 2.41 -0.73 -0.2044
H -0.06 2.96 -2.91 0.0916
H -3.18 3.40 -0.99 0.1485
H -3.06 3.69 -4.53 0.0871
H -0.96 2.99 -4.46 0.0881
O 2.86 -0.61 -2.40 -0.1722
C 3.59 -1.75 -2.87 -0.2778
C 5.85 -0.58 -2.85 -0.0550
C 5.08 -1.70 -2.52 -0.2160
H 5.36 0.30 -3.28 0.1222
C 7.24 -0.64 -2.68 -0.0747
H 3.15 -2.63 -2.39 0.1503
C 5.67 -2.83 -1.92 -0.0345
H 7.83 0.24 -2.95 0.1040
C 7.84 -1.80 -2.18 -0.0914
C 7.06 -2.89 -1.80 -0.0802
H 5.00 -3.64 -1.60 0.1202
H 8.93 -1.85 -2.11 0.1002
H 7.51 -3.80 -1.41 0.1021
Si 2.90 0.40 -1.07 0.3990
Cl -3.36 -0.03 -2.16 -0.2101
C 3.71 2.03 -1.53 -0.1592
C 3.77 -0.46 0.35 -0.1324
C 1.14 0.79 -0.70 -0.2098
H 4.79 1.96 -1.67 0.0200
H 3.51 2.75 -0.72 0.0320
H 3.26 2.42 -2.45 0.0373
H 0.58 1.07 -1.59 0.0190
H 1.02 1.58 0.04 0.0378
H 0.68 -0.14 -0.33 -0.0868
H 4.71 -0.94 0.05 0.0284
H 3.13 -1.25 0.77 0.0307
H 4.01 0.25 1.15 0.0255
O -4.18 -1.29 5.64 0.0470
C -5.08 -1.59 4.71 -0.2808
C -6.41 -1.84 5.09 -0.0262
C -7.36 -2.16 4.13 -0.0906
C -7.00 -2.23 2.78 -0.0935
C -5.70 -1.93 2.39 -0.0365
C -4.72 -1.63 3.33 -0.0885
C -3.31 -1.27 2.92 -0.5432
O -3.10 -1.34 1.65 -0.2688
O -2.47 -0.94 3.79 0.0168
H -3.32 -1.11 5.12 0.0782
H -6.65 -1.77 6.15 0.1165
H -8.39 -2.35 4.44 0.1039
H -7.74 -2.51 2.03 0.0998
H -5.41 -1.93 1.34 0.1179
```

* LUMO level: 0.0 eV
* E_tot: -3287.56471 Ha
* gap between HOMO and LUMO: 8.20 eV
* HOMO level: -8.2 eV
* largest force on an atom: 1.49 eV/A

=====

# 3
Below is a molecular structure, C30H48BrN3P2PtSe, with properties calculated with the ωB97M-V functional and the def2-TZVPD basis.

Structure (XYZ):
```
86
Properties=species:S:1:pos:R:3:lowdin_spin:R:1
N -5.25 -1.06 3.33 0.0000
C -4.44 -0.13 3.84 0.0000
C -3.81 0.83 3.06 0.0000
C -4.04 0.87 1.66 0.0000
C -4.98 -0.07 1.16 0.0000
C -5.54 -1.01 2.04 0.0000
C -3.26 1.75 0.80 0.0000
Pt 0.96 -0.60 -0.12 0.7672
P 2.49 0.47 -1.40 0.2362
C -3.35 1.84 -0.58 0.0000
C -2.30 2.46 -1.40 0.0004
C -2.21 2.14 -2.78 0.0007
C -1.09 2.52 -3.52 0.0004
C -0.09 3.29 -2.92 0.0001
C -0.18 3.66 -1.58 0.0001
C -1.31 3.31 -0.84 0.0001
Br 1.38 3.95 -4.02 0.0001
H -2.47 2.28 1.32 0.0000
H -4.22 1.41 -1.10 0.0000
H -3.10 1.51 3.54 0.0001
H -5.24 -0.14 0.10 0.0000
H -4.29 -0.17 4.93 0.0000
H -6.25 -1.75 1.68 0.0000
H -2.99 1.53 -3.24 0.0000
H -1.40 3.66 0.20 0.0000
H -0.96 2.21 -4.56 0.0000
H 0.65 4.22 -1.13 0.0000
P -0.31 -2.35 -0.68 0.2260
C 2.72 2.06 -0.56 0.0429
C 3.49 3.09 -1.39 0.0154
H 3.21 1.87 0.41 -0.0003
H 1.71 2.45 -0.32 0.0045
H 3.70 3.98 -0.78 0.0032
H 4.44 2.69 -1.77 0.0001
H 2.88 3.42 -2.24 0.0003
C 1.96 0.55 -3.13 0.0511
C 3.03 0.78 -4.19 0.0163
H 1.21 1.35 -3.17 0.0007
H 1.42 -0.38 -3.34 0.0092
H 2.55 1.08 -5.13 0.0025
H 3.75 1.56 -3.93 0.0001
H 3.59 -0.14 -4.40 0.0002
C 3.91 -0.68 -1.37 0.0196
C 5.23 0.03 -1.68 0.0085
H 3.69 -1.47 -2.11 0.0003
H 3.93 -1.16 -0.38 0.0019
H 6.04 -0.70 -1.62 0.0016
H 5.23 0.45 -2.70 0.0000
H 5.43 0.83 -0.96 0.0003
C 0.56 -3.71 0.19 0.0221
C 1.99 -3.93 -0.32 0.0005
H -0.06 -4.61 0.07 0.0039
H 0.59 -3.43 1.26 0.0017
H 2.21 -5.01 -0.35 0.0007
H 2.14 -3.55 -1.34 0.0002
H 2.74 -3.44 0.32 -0.0003
C -0.19 -2.75 -2.47 0.0503
C -1.21 -2.05 -3.37 0.0031
H -0.30 -3.84 -2.54 0.0073
H 0.84 -2.50 -2.79 0.0028
H -1.00 -2.29 -4.42 0.0002
H -2.23 -2.39 -3.16 0.0002
H -1.19 -0.96 -3.25 0.0020
C -2.11 -2.40 -0.34 0.0476
C -2.47 -2.91 1.05 0.0026
H -2.58 -3.04 -1.11 0.0073
H -2.49 -1.37 -0.48 0.0034
H -3.54 -3.15 1.11 0.0006
H -1.91 -3.81 1.32 0.0002
H -2.27 -2.15 1.81 0.0012
C 1.72 2.32 3.41 0.0047
N 0.91 1.29 4.02 0.0181
C 0.24 1.37 5.24 0.0120
C -0.41 0.19 5.42 0.0121
N -0.12 -0.60 4.31 0.0199
C -0.65 -1.93 4.04 0.0038
C 0.73 0.05 3.48 0.0332
Se 1.79 -0.73 2.11 0.3183
H 2.29 1.85 2.60 0.0043
H 2.40 2.78 4.14 0.0002
H 1.07 3.10 2.97 0.0005
H 0.31 2.24 5.88 0.0008
H -1.02 -0.16 6.25 0.0008
H -0.53 -2.58 4.92 0.0002
H -1.71 -1.86 3.78 0.0007
H -0.08 -2.32 3.19 0.0029
```

* LUMO level (spin up / spin down): -5.1 / -7.9 eV
* expectation value of S²: 2.01
* E_tot: -7113.14484 Ha
* gap between HOMO and LUMO (spin up / spin down): 7.76 / 4.97 eV
* HOMO level (spin up / spin down): -12.9 / -12.9 eV
* spin multiplicity: 3
* net charge: +2
* ΔE to the lowest compared entry with this formula, charge and spin: 0.00 kcal per mole
* largest force on an atom: 1.95 eV/A

=====

# 4
Below is a molecular structure, C30H48Cl2N3O6PdSi, with properties calculated with the ωB97M-V functional and the def2-TZVPD basis.

Structure (XYZ):
```
91
Properties=species:S:1:pos:R:3:lowdin_spin:R:1
C 2.93 -2.15 -4.06 0.0001
C 2.26 -1.58 -5.26 0.0000
H 3.09 -3.22 -4.16 0.0000
H 2.33 -1.96 -3.17 0.0002
H 3.91 -1.69 -3.89 0.0000
C 2.22 -2.16 -6.47 0.0000
C 2.92 -3.42 -6.84 0.0000
H 1.67 -1.69 -7.28 0.0000
H 2.83 -4.18 -6.06 0.0000
H 3.99 -3.27 -7.04 0.0000
H 2.49 -3.82 -7.75 0.0000
Pd -0.33 -0.27 2.70 1.4210
Cl 1.12 -0.74 0.97 0.1419
C -0.61 2.23 1.23 0.0037
O -1.32 1.27 1.65 0.0560
N -1.14 3.12 0.38 0.0010
C -2.49 2.94 -0.11 0.0009
C -0.30 4.10 -0.28 0.0010
H 0.44 2.39 1.52 -0.0001
H -3.08 2.39 0.62 0.0003
H -2.47 2.38 -1.07 0.0000
H -2.93 3.93 -0.30 0.0000
H 0.66 4.14 0.24 0.0002
H -0.77 5.09 -0.24 0.0000
H -0.14 3.84 -1.33 0.0001
H -3.83 2.07 6.01 0.0000
H -2.05 1.90 8.07 0.0000
C -3.69 0.98 6.02 0.0005
C -2.00 0.83 7.82 0.0009
N -2.34 0.63 6.42 0.0005
H -3.92 0.57 5.03 0.0002
C -1.45 0.23 5.51 0.0032
O -1.73 0.22 4.28 0.0492
H -0.98 0.47 7.99 0.0001
H -0.48 -0.12 5.90 -0.0002
H -4.39 0.57 6.76 0.0000
H -2.70 0.29 8.46 0.0001
H 0.56 -4.72 1.95 0.0013
H -0.26 -3.04 0.04 0.0009
C -0.49 -4.83 2.25 0.0033
C -1.22 -3.51 0.30 0.0014
N -1.30 -3.74 1.73 0.0152
H -0.55 -4.85 3.34 0.0016
C -1.77 -2.78 2.53 0.0303
O -1.99 -1.60 2.14 0.0194
H -2.04 -2.86 -0.01 0.0003
H -1.98 -3.10 3.56 0.0008
H -0.87 -5.78 1.84 0.0001
H -1.30 -4.48 -0.20 0.0004
O 0.38 -0.62 -4.18 0.0000
C 1.52 -0.29 -4.98 0.0000
C 0.08 0.25 -7.06 0.0000
C 1.20 0.50 -6.26 0.0000
H -0.66 -0.48 -6.71 0.0000
C -0.06 0.93 -8.27 0.0000
H 2.18 0.35 -4.37 0.0000
C 2.14 1.45 -6.66 0.0000
H -0.93 0.73 -8.89 0.0000
C 0.91 1.84 -8.69 0.0000
C 2.00 2.12 -7.87 0.0000
H 2.99 1.65 -6.00 0.0000
H 0.80 2.35 -9.64 0.0000
H 2.75 2.85 -8.18 0.0000
Si -0.76 0.15 -3.21 0.0003
Cl 0.61 -2.07 3.83 0.1312
C -2.39 -0.54 -3.82 0.0001
C -0.70 1.99 -3.47 0.0000
C -0.43 -0.39 -1.49 0.0035
H -2.47 -0.40 -4.90 0.0000
H -3.23 -0.01 -3.34 0.0000
H -2.48 -1.61 -3.61 0.0000
H -0.28 -1.48 -1.43 0.0006
H -1.22 -0.12 -0.78 0.0002
H 0.50 0.07 -1.13 0.0030
H -0.79 2.21 -4.54 0.0000
H 0.24 2.43 -3.12 0.0000
H -1.53 2.51 -2.96 0.0000
O 0.81 2.98 4.22 0.0285
C 1.19 1.80 4.29 0.0206
O 1.24 0.91 3.33 0.0492
C 1.65 1.25 5.63 0.0010
C 2.22 -0.03 5.76 0.0019
C 2.47 -0.57 7.01 0.0003
C 2.19 0.17 8.17 0.0014
C 1.69 1.48 8.05 -0.0001
C 1.43 2.02 6.79 0.0018
H 2.41 -0.63 4.86 0.0004
H 2.90 -1.58 7.08 0.0002
H 2.38 -0.26 9.15 0.0001
H 1.48 2.07 8.95 0.0000
H 1.03 3.02 6.68 0.0002
```

* LUMO level (spin up / spin down): 2.3 / 2.3 eV
* expectation value of S²: 2.01
* E_tot: -3125.56496 Ha
* gap between HOMO and LUMO (spin up / spin down): 5.59 / 6.89 eV
* HOMO level (spin up / spin down): -3.3 / -4.5 eV
* spin multiplicity: 3
* net charge: -1
* ΔE to the lowest compared entry with this formula, charge and spin: 3.06 kcal per mole
* largest force on an atom: 3.68 eV/A

=====

# 5
Below is 4 unconnected molecules or ions with the total composition C30H48F14NO6, with properties calculated with the ωB97M-V functional and the def2-TZVPD basis.

Structure (XYZ):
```
99
Properties=species:S:1:pos:R:3:lowdin_charge:R:1
C 3.29 -3.76 2.91 -0.1204
C 2.91 -4.74 1.67 -0.2283
C 2.77 -3.78 0.38 -0.1977
C 1.20 -3.55 0.11 -0.1824
C 0.93 -2.00 -0.17 -0.1664
C 0.90 -1.10 1.15 -0.2251
C -0.53 -1.09 1.90 -0.1060
C -1.67 -0.24 1.16 -0.2558
C -2.62 -1.15 0.21 -0.1854
C -3.24 -2.41 0.98 -0.2355
C -4.77 -2.71 0.54 -0.1061
C -1.16 1.06 0.38 -0.0828
N 0.25 0.98 -0.13 0.0731
C 1.24 0.46 0.86 -0.2337
C 2.76 0.68 0.46 -0.1177
C 3.79 0.52 1.69 -0.1544
C 4.51 1.92 2.05 -0.0679
C 5.53 1.74 3.28 -0.3091
F 6.33 2.88 3.49 0.0787
F 6.44 0.67 3.03 0.0536
C 4.73 1.32 4.62 -0.3340
F 4.90 -0.05 4.91 0.1028
F 5.22 2.05 5.72 0.1005
F 3.35 1.63 4.57 0.0688
H 4.11 -3.05 2.60 0.0683
H 3.59 -4.35 3.84 0.0770
H 2.31 -3.22 3.18 0.0680
H 3.72 -5.50 1.45 0.1057
H 1.93 -5.24 1.92 0.0996
H 3.25 -4.23 -0.55 0.1173
H 3.28 -2.77 0.60 0.0904
H 0.91 -4.12 -0.84 0.1204
H 0.52 -3.91 0.94 0.1074
H 1.73 -1.62 -0.91 0.1156
H -0.06 -1.94 -0.74 0.1010
H 1.67 -1.46 1.91 0.1232
H -0.81 -2.15 2.15 0.1157
H -0.33 -0.57 2.91 0.1289
H -2.37 0.13 1.98 0.1513
H -2.14 -1.41 -0.79 0.1064
H -3.52 -0.47 -0.04 0.1136
H -2.66 -3.35 0.67 0.0986
H -3.14 -2.26 2.11 0.1112
H -4.91 -3.82 0.30 0.0693
H -5.02 -2.05 -0.36 0.0766
H -5.48 -2.48 1.41 0.0782
H -1.83 1.17 -0.55 0.1489
H -1.32 2.03 0.97 0.1442
H 0.54 1.96 -0.35 0.1853
H 0.28 0.49 -1.05 0.1919
H 1.04 0.98 1.87 0.1722
H 2.96 1.70 0.00 0.1221
H 3.10 -0.10 -0.31 0.1196
H 3.23 0.07 2.57 0.1068
H 4.64 -0.20 1.45 0.1282
H 3.75 2.73 2.28 0.1144
H 5.16 2.29 1.18 0.1490
C -7.06 -7.79 -3.92 -0.0588
C -6.75 -6.41 -3.37 -0.2028
O -5.65 -6.47 -2.44 0.0203
C -4.42 -6.45 -2.98 -0.3762
O -4.20 -6.40 -4.16 0.1724
C -3.36 -6.46 -1.88 -0.5170
F -3.64 -7.35 -0.91 0.1616
F -3.24 -5.26 -1.29 0.1373
F -2.14 -6.78 -2.35 0.1617
H -7.24 -8.49 -3.10 0.0852
H -7.94 -7.76 -4.56 0.0857
H -6.22 -8.18 -4.50 0.0795
H -7.61 -6.03 -2.82 0.1261
H -6.54 -5.70 -4.17 0.1258
C 1.41 4.35 3.62 -0.0573
C -0.04 4.76 3.42 -0.1983
O -0.12 6.03 2.76 0.0409
C -0.01 5.99 1.42 -0.3652
O 0.15 4.97 0.79 0.1341
C -0.17 7.38 0.83 -0.5216
F 0.53 8.31 1.51 0.1703
F -1.45 7.79 0.82 0.1681
F 0.26 7.44 -0.45 0.1592
H 1.95 5.14 4.15 0.0955
H 1.48 3.42 4.19 0.0738
H 1.91 4.21 2.66 0.0614
H -0.53 4.87 4.39 0.1336
H -0.60 3.99 2.86 0.1104
C 0.04 7.15 -3.96 -0.0591
C -0.76 6.06 -4.65 -0.1985
O 0.09 5.27 -5.51 0.0329
C 0.78 4.29 -4.91 -0.3745
O 0.74 4.05 -3.73 0.1406
C 1.60 3.51 -5.94 -0.5227
F 2.23 4.31 -6.81 0.1667
F 0.82 2.68 -6.66 0.1625
F 2.55 2.75 -5.37 0.1548
H 0.57 7.76 -4.70 0.0876
H -0.62 7.79 -3.38 0.0837
H 0.79 6.72 -3.30 0.0728
H -1.52 6.51 -5.29 0.1293
H -1.28 5.42 -3.93 0.1228
```

* LUMO level: -2.6 eV
* E_tot: -3075.96480 Ha
* gap between HOMO and LUMO: 10.53 eV
* HOMO level: -13.1 eV
* net charge: +1
* largest force on an atom: 3.38 eV/A

=====

> The highest E_tot belongs to which entry?

C30H48F14NO6